The following is a quantum chemistry calculation of C24H25FN5O6RuS2 as an isolated structure, from the Open Molecules 2025 dataset.

energy relative to the best compared isomer or geometry (same formula, charge and spin) = 0.0 kJ/mol
⟨S²⟩ = 8.76
spin multiplicity = 6
molar mass = 663.695 g mol⁻¹
LUMO level (spin up / spin down) = -1.48 / -1.48 eV
calculated total energy = -71997.0976 eV

Cartesian coordinates (Å):
Ru -1.004 -1.965 3.035
C -4.637 -3.811 4.355
C -3.173 -4.114 4.082
C -2.902 -5.603 3.957
O -2.792 -3.519 2.818
C -2.314 -3.551 5.243
O -2.547 -3.929 6.368
O -1.386 -2.702 4.908
H -5.255 -4.221 3.554
H -4.800 -2.732 4.421
H -4.929 -4.258 5.303
H -3.552 -6.033 3.194
H -3.083 -6.090 4.913
H -1.864 -5.772 3.667
H -3.401 -2.781 2.641
S -0.545 -2.316 0.547
C 1.071 -2.593 1.067
S 1.283 -2.932 2.755
C 2.128 -2.493 0.167
C 1.894 -2.048 -1.158
N 1.747 -1.676 -2.243
C 3.487 -2.688 0.541
N 4.599 -2.842 0.802
C -2.566 2.683 -2.569
C -2.057 3.415 -1.335
N -1.527 2.505 -0.321
C -2.379 1.977 0.589
C -2.038 1.087 1.560
C -3.159 0.380 2.312
O -4.202 0.974 2.516
O -2.894 -0.846 2.586
C -0.655 0.792 1.741
O -0.162 0.065 2.628
C 0.260 1.320 0.731
C 1.595 0.911 0.779
C 2.436 1.243 -0.239
F 3.731 0.887 -0.170
C 1.973 1.915 -1.376
C 0.668 2.372 -1.397
C -0.199 2.107 -0.327
N 2.777 2.072 -2.541
C 3.216 3.401 -2.918
C 3.220 3.455 -4.465
N 3.147 2.038 -4.953
C 4.208 1.210 -4.292
C 3.810 1.074 -2.809
H -2.949 3.394 -3.301
H -3.375 2.003 -2.301
H -1.778 2.091 -3.035
H -2.863 3.981 -0.869
H -1.278 4.134 -1.586
H -3.419 2.266 0.494
H 1.941 0.319 1.616
H 0.311 2.867 -2.290
H 4.215 3.627 -2.526
H 2.529 4.147 -2.526
H 4.129 3.894 -4.870
H 2.356 3.980 -4.869
H 3.179 1.981 -5.968
H 2.252 1.667 -4.612
H 5.147 1.745 -4.429
H 4.269 0.249 -4.796
H 4.704 1.206 -2.195
H 3.403 0.083 -2.603

Forces on atoms 1 to 6 (eV/Å):
Ru 0.029 -0.037 -0.076
C -0.009 -0.041 -0.012
C 0.068 -0.024 0.051
C -0.005 0.001 -0.012
O -0.116 0.139 0.159
C -0.138 -0.085 -0.179

***

The following is a quantum chemistry calculation of a 3-piece molecular cluster, C24H25FO7P overall, from the Open Molecules 2025 dataset.

molar mass = 475.429 g mol⁻¹
LUMO level = -0.45 eV
net charge = -1
calculated total energy = -51632.6140 eV

Cartesian coordinates (Å):
C -0.219 -0.411 -0.631
C -1.616 -0.883 -0.958
C -1.957 -2.223 -0.809
C -3.251 -2.643 -1.094
C -4.209 -1.741 -1.517
C -3.893 -0.397 -1.682
C -4.910 0.603 -2.187
C -6.376 0.443 -1.786
C -7.250 0.048 -2.976
P -8.494 -1.180 -2.609
O -9.648 -1.231 -3.535
O -8.975 -1.005 -1.079
O -7.727 -2.597 -2.503
C -6.859 1.752 -1.236
C -6.284 2.124 0.125
F -8.282 1.744 -1.088
C -2.586 0.002 -1.397
H 0.519 -1.073 -1.088
H -0.060 -0.417 0.451
H -0.062 0.602 -1.004
H -1.214 -2.938 -0.469
H -3.516 -3.689 -0.978
H -5.223 -2.060 -1.717
H -4.539 1.601 -1.902
H -4.827 0.586 -3.290
H -6.643 -0.373 -3.788
H -7.845 0.873 -3.412
H -9.866 -0.635 -1.123
H -7.485 -2.775 -1.587
H -6.662 2.598 -1.941
H -5.255 2.477 0.022
H -6.274 1.226 0.748
H -6.882 2.905 0.600
H -2.329 1.052 -1.521
C 3.519 -1.659 2.193
C 4.622 -0.927 2.316
C 5.275 -0.318 1.132
O 6.286 0.344 1.247
C 4.651 -0.548 -0.194
C 3.549 -1.282 -0.319
C 2.896 -1.900 0.865
O 1.894 -2.567 0.751
H 3.020 -2.113 3.040
H 5.094 -0.735 3.271
H 5.145 -0.087 -1.040
H 3.074 -1.465 -1.274
C 9.059 1.793 2.136
C 10.258 1.428 1.689
C 11.431 1.348 2.593
O 12.524 1.018 2.185
C 11.218 1.690 4.022
C 10.022 2.055 4.473
C 8.846 2.136 3.566
O 7.760 2.471 3.985
H 8.188 1.846 1.496
H 10.438 1.171 0.653
H 12.089 1.624 4.662
H 9.841 2.310 5.509

Forces on atoms 1 to 6 (eV/Å):
C -0.202 -0.029 -0.097
C 0.183 -0.123 0.041
C -0.035 -0.122 0.004
C 0.153 -0.152 0.065
C -0.163 0.097 -0.055
C 0.103 -0.010 0.121

***

The following is a quantum chemistry calculation of one molecule with the formula C24H25N3O6, from the Open Molecules 2025 dataset.

energy relative to the best compared isomer or geometry (same formula, charge and spin) = 22.0 kJ/mol
molar mass = 451.479 g mol⁻¹
LUMO level = -0.83 eV
calculated total energy = -42051.2673 eV
SMILES = CCOC(=O)N1CCC(N2C(=O)c3ccc(C(=O)Nc4ccc(OC)cc4)cc3C2=O)CC1

Cartesian coordinates (Å):
C -9.498 -1.671 -0.330
C -9.187 -0.399 -1.106
O -7.801 -0.072 -1.049
C -7.398 0.573 0.072
O -8.137 0.896 0.974
N -6.075 0.840 0.051
C -5.190 0.382 -1.003
C -3.966 1.290 -1.080
C -3.177 1.321 0.242
N -1.964 0.519 0.179
C -1.903 -0.853 -0.032
O -2.845 -1.584 -0.199
C -0.460 -1.196 0.000
C 0.184 -2.410 -0.135
C 1.569 -2.416 -0.037
C 2.296 -1.246 0.179
C 3.786 -1.385 0.299
O 4.286 -2.411 0.713
N 4.474 -0.285 -0.107
C 5.858 -0.068 -0.111
C 6.324 1.136 -0.626
C 7.677 1.425 -0.654
C 8.593 0.502 -0.162
O 9.942 0.677 -0.137
C 10.476 1.876 -0.641
C 8.123 -0.707 0.354
C 6.776 -0.994 0.382
C 1.634 -0.023 0.330
C 0.260 -0.023 0.234
C -0.709 1.092 0.349
O -0.505 2.263 0.542
C -4.064 0.882 1.415
C -5.465 1.443 1.220
H -8.883 -2.492 -0.691
H -10.546 -1.928 -0.453
H -9.294 -1.513 0.726
H -9.768 0.437 -0.705
H -9.401 -0.525 -2.170
H -4.877 -0.652 -0.820
H -5.736 0.412 -1.947
H -3.319 0.947 -1.888
H -4.294 2.302 -1.321
H -2.816 2.341 0.419
H -0.374 -3.317 -0.304
H 2.121 -3.341 -0.119
H 3.936 0.479 -0.492
H 5.623 1.863 -1.012
H 7.998 2.370 -1.061
H 11.555 1.794 -0.517
H 10.114 2.745 -0.082
H 10.245 2.005 -1.704
H 8.842 -1.415 0.733
H 6.427 -1.930 0.782
H 2.156 0.897 0.551
H -4.115 -0.207 1.450
H -3.644 1.238 2.356
H -6.105 1.224 2.079
H -5.419 2.533 1.103

Forces on atoms 1 to 6 (eV/Å):
C 0.238 0.326 -0.131
C -0.506 -0.099 0.159
O 0.332 0.022 0.074
C 0.040 0.081 -0.178
O -0.381 0.003 0.228
N 0.058 -0.021 -0.081

***

The following is a quantum chemistry calculation of C24H25N9ReSSbSe4 as an isolated structure, from the Open Molecules 2025 dataset.

energy relative to the best compared isomer or geometry (same formula, charge and spin) = 7.9 kJ/mol
⟨S²⟩ = 4.21
spin multiplicity = 4
molar mass = 1095.401 g mol⁻¹
LUMO level (spin up / spin down) = -3.32 / -3.45 eV
net charge = +1
calculated total energy = -319590.4598 eV

Cartesian coordinates (Å):
Re 0.257 -0.154 0.655
C 1.860 3.984 0.848
C 1.555 2.550 0.549
N 0.579 1.862 1.141
N 0.064 2.355 2.339
C 0.055 1.471 3.353
N -0.287 1.901 4.571
S 0.476 -0.147 3.069
C 2.358 1.727 -0.270
C 3.444 2.202 -1.030
C 4.279 1.316 -1.648
C 4.026 -0.058 -1.510
C 2.941 -0.480 -0.800
N 2.080 0.377 -0.175
H 0.981 4.542 1.178
H 2.219 4.493 -0.044
H 2.633 4.083 1.614
H 0.110 3.348 2.515
H -0.385 2.875 4.800
H -0.328 1.232 5.322
H 3.621 3.266 -1.100
H 5.124 1.669 -2.223
H 4.661 -0.804 -1.968
H 2.711 -1.532 -0.729
C -3.155 0.881 -0.217
N -2.107 1.830 0.079
C -1.517 2.486 -1.058
C -0.779 1.474 -1.881
N -0.305 0.308 -1.478
C 0.212 -0.306 -2.651
C 0.800 -1.552 -2.868
C 1.201 -1.859 -4.152
C 1.027 -0.963 -5.218
C 0.433 0.265 -5.025
C 0.034 0.557 -3.726
N -0.610 1.666 -3.200
C -2.987 -0.349 0.616
N -1.903 -0.714 1.272
C -2.281 -1.889 1.976
C -1.572 -2.723 2.844
C -2.236 -3.808 3.376
C -3.580 -4.079 3.073
C -4.294 -3.266 2.220
C -3.608 -2.178 1.693
N -4.024 -1.177 0.825
H -4.152 1.294 -0.038
H -3.123 0.599 -1.273
H -2.380 2.484 0.797
H -2.242 2.987 -1.715
H -0.825 3.251 -0.707
H 0.947 -2.263 -2.070
H 1.663 -2.820 -4.338
H 1.357 -1.244 -6.210
H 0.279 0.958 -5.841
H -0.920 2.475 -3.711
H -0.532 -2.573 3.096
H -1.691 -4.470 4.035
H -4.063 -4.942 3.512
H -5.331 -3.461 1.978
H -4.944 -1.069 0.433
Se 3.073 -4.224 -1.606
Sb 2.694 -2.658 2.051
Se 0.557 -2.536 0.411
Se 1.902 -4.049 3.802
Se 3.950 -4.419 0.434

Forces on atoms 1 to 6 (eV/Å):
Re -0.692 0.322 -0.035
C 0.023 -0.007 -0.002
C -0.127 -0.086 0.089
N -0.035 0.236 0.096
N 0.004 -0.246 -0.169
C 0.102 0.044 0.032

***

Question: Which of these has the lowest molar mass?
Answer: C24H25N3O6